Density functional theory data (ωB97M-V/def2-TZVPD) for C12H18LiN2O9 as an isolated structure.

As for the net charge: -3. As for the multiplicity: 1.

Last column: natural (NBO) charge in e.
Element x y z (Å)
Li  12.250  -1.161  13.793  0.88
C  13.372  2.096  11.691  -0.55
C  13.150  0.945  12.475  0.42
C  13.758  0.926  13.887  0.40
O  13.695  -0.139  14.560  -0.73
C  14.505  2.039  14.326  -0.54
C  14.656  3.224  13.569  0.41
C  14.122  3.213  12.120  0.41
O  14.315  4.206  11.405  -0.71
O  15.196  4.259  14.008  -0.71
O  12.424  -0.021  12.134  -0.71
H  12.980  2.084  10.681  0.18
H  14.849  2.057  15.355  0.18
C  10.198  -0.439  17.454  -0.72
C  10.366  -1.332  16.219  0.78
O  10.860  -0.774  15.198  -0.80
O  10.115  -2.530  16.399  -0.75
H  9.348  -0.771  18.066  0.18
H  10.078  0.628  17.243  0.18
H  11.051  -0.546  18.130  0.20
C  14.089  -4.943  13.068  -0.64
C  12.984  -4.033  12.509  0.13
C  11.862  -4.962  11.950  -0.65
O  12.561  -3.174  13.455  -0.95
H  13.712  -5.323  14.029  0.19
H  14.997  -4.388  13.312  0.20
H  14.332  -5.832  12.460  0.15
H  13.410  -3.477  11.633  0.09
H  10.990  -4.393  11.648  0.22
H  11.638  -5.678  12.751  0.17
H  12.312  -5.558  11.140  0.15
C  9.564  2.483  14.124  0.77
O  9.364  1.931  13.068  -0.64
N  8.976  3.727  14.385  -0.89
N  10.349  2.007  15.132  -0.86
H  8.570  4.144  13.569  0.38
H  9.361  4.302  15.111  0.37
H  10.170  2.323  16.068  0.36
H  10.786  1.076  15.049  0.47
O  10.130  -1.977  12.104  -0.97
H  10.885  -2.448  12.513  0.50
H  9.374  -2.255  12.627  0.45

Forces on the atoms, in the same order (eV/Å):
0.05 -0.72 -0.04
0.31 -0.60 0.19
-0.79 0.55 -0.20
1.54 -0.39 0.55
-0.54 0.53 -0.45
-0.56 0.27 -0.22
0.10 -0.16 0.51
-0.53 -0.23 -0.26
0.31 0.56 -0.27
0.08 0.09 -0.11
0.61 0.09 0.42
-0.07 0.14 -0.02
0.10 -0.12 -0.01
-0.50 0.39 0.88
1.00 0.08 -0.15
-0.39 -0.08 0.21
-0.47 -0.28 -0.05
-0.08 0.01 -0.25
0.04 -0.19 -0.09
0.24 -0.05 -0.31
0.12 -0.50 0.57
-0.08 0.51 -0.16
1.09 -0.34 0.38
-0.68 0.29 -0.12
-0.04 0.04 -0.08
0.00 0.09 -0.20
0.08 0.22 -0.20
0.02 -0.25 -0.12
-0.08 -0.08 -0.14
-0.41 0.14 0.02
-0.39 0.11 -0.27
0.44 -0.15 0.35
-0.20 -0.05 -0.38
-0.41 -0.32 0.47
-0.01 0.18 -0.21
0.13 0.23 0.00
0.15 0.22 -0.25
0.11 0.13 -0.09
-0.43 -0.12 -0.06
-0.17 -0.39 -0.31
0.21 0.08 0.20
0.10 0.09 0.26

---

Density functional theory data (ωB97M-V/def2-TZVPD) for an isolated molecule of C12H18N2O2S.

As for the multiplicity: 1.

Last column: natural (NBO) charge in e.
Element x y z (Å)
O  -4.255  -1.706  -0.340  -0.71
H  -4.051  -2.439  0.252  0.47
C  -3.052  -1.106  -0.739  -0.07
H  -3.337  -0.319  -1.441  0.17
H  -2.407  -1.826  -1.264  0.17
C  -2.270  -0.530  0.461  -0.08
N  -0.920  -0.161  0.060  -0.44
C  0.053  -1.106  0.114  0.33
N  1.173  -0.939  -0.628  -0.59
H  1.254  -0.144  -1.241  0.39
C  2.395  -1.681  -0.411  -0.27
C  3.533  -0.765  -0.111  0.26
C  4.791  -0.684  -0.633  -0.30
C  5.434  0.381  0.046  -0.32
C  4.518  0.871  0.922  0.09
O  3.365  0.186  0.835  -0.40
H  4.558  1.672  1.632  0.20
H  6.435  0.729  -0.104  0.23
H  5.209  -1.306  -1.398  0.23
H  2.202  -2.361  0.428  0.27
H  2.639  -2.278  -1.296  0.21
S  -0.107  -2.474  1.046  -0.30
C  -0.785  1.089  -0.664  -0.21
C  -1.472  2.232  0.082  -0.40
C  -2.938  1.907  0.327  -0.40
C  -3.017  0.619  1.135  -0.41
H  -4.055  0.309  1.264  0.23
H  -2.584  0.790  2.123  0.21
H  -3.419  2.719  0.874  0.21
H  -3.458  1.792  -0.625  0.20
H  -1.366  3.145  -0.505  0.21
H  -0.969  2.381  1.040  0.21
H  0.272  1.348  -0.756  0.20
H  -1.211  0.995  -1.673  0.19
H  -2.160  -1.341  1.191  0.26

Forces on the atoms, in the same order (eV/Å):
-0.41 -0.21 0.25
0.00 0.03 -0.07
0.61 0.11 -0.01
0.08 -0.02 -0.04
-0.03 0.14 0.04
-0.71 -0.25 0.24
0.23 -0.02 -0.13
0.03 -0.15 -0.04
-0.14 0.58 -0.19
-0.08 -0.04 0.08
0.17 -0.08 0.26
0.46 -0.33 -0.72
-0.65 -0.15 0.17
-0.22 0.32 0.44
0.85 0.16 -0.24
-0.50 -0.16 0.14
-0.09 0.09 0.12
0.20 0.13 0.03
0.01 -0.17 -0.19
0.08 0.11 -0.27
0.05 0.03 0.17
-0.11 -0.75 0.49
0.14 0.36 -0.07
-0.12 -0.08 -0.23
0.16 0.00 0.24
0.02 -0.01 -0.22
0.03 -0.04 0.08
-0.02 -0.01 0.06
-0.06 0.02 -0.07
-0.07 0.06 -0.07
0.06 0.02 0.01
0.06 0.04 0.01
-0.10 -0.06 -0.04
0.08 0.06 0.01
-0.05 0.25 -0.24

---

Density functional theory data (ωB97M-V/def2-TZVPD) for an isolated molecule of C12H18N2O3.

As for the multiplicity: 1.

Last column: natural (NBO) charge in e.
Element x y z (Å)
C  0.818  3.409  2.225  -0.61
C  0.418  3.507  0.758  -0.42
C  -0.927  2.829  0.495  -0.07
H  -1.216  2.962  -0.552  0.20
H  -1.698  3.240  1.151  0.19
O  -0.895  1.443  0.805  -0.48
C  -0.327  0.625  -0.085  0.56
N  0.174  1.117  -1.202  -0.52
C  0.744  0.295  -2.081  0.25
C  0.842  -1.065  -1.850  -0.30
C  0.320  -1.600  -0.671  0.03
C  -0.281  -0.747  0.239  -0.24
C  -0.943  -1.206  1.506  0.69
O  -2.143  -1.238  1.644  -0.60
N  -0.072  -1.489  2.507  -0.81
H  0.905  -1.621  2.317  0.39
H  -0.447  -1.892  3.351  0.40
C  0.445  -3.083  -0.407  -0.09
O  -0.519  -3.617  0.463  -0.53
C  -1.790  -3.774  -0.126  -0.26
H  -2.220  -2.814  -0.425  0.19
H  -1.734  -4.435  -1.000  0.16
H  -2.423  -4.223  0.635  0.20
H  1.412  -3.274  0.075  0.20
H  0.435  -3.622  -1.367  0.18
H  1.312  -1.711  -2.575  0.21
C  1.285  0.934  -3.321  -0.64
H  2.204  1.470  -3.085  0.23
H  0.571  1.659  -3.703  0.23
H  1.497  0.190  -4.082  0.21
H  0.337  4.554  0.458  0.20
H  1.172  3.030  0.130  0.22
H  0.103  3.939  2.850  0.20
H  0.838  2.368  2.538  0.21
H  1.803  3.841  2.383  0.21

Forces on the atoms, in the same order (eV/Å):
0.01 0.04 -0.22
-0.22 -0.30 0.19
0.15 0.66 -0.28
-0.05 0.00 0.19
0.04 -0.04 -0.08
-0.02 -0.30 0.17
0.28 -0.45 -0.32
-0.26 0.32 0.29
0.08 -0.36 -0.03
-0.04 0.07 0.08
-0.17 0.21 0.16
-0.08 0.14 -0.28
0.29 0.12 0.12
-0.31 -0.03 -0.01
0.11 0.00 0.39
-0.04 0.04 -0.04
-0.01 -0.02 -0.05
0.14 -0.23 0.01
0.25 0.03 0.00
-0.20 -0.03 -0.15
-0.01 -0.02 0.03
0.00 -0.01 0.04
-0.07 0.02 -0.07
-0.08 0.01 -0.14
0.05 0.07 0.10
0.03 -0.07 -0.12
0.01 -0.07 0.02
0.07 0.05 -0.02
-0.04 0.04 -0.05
0.05 -0.01 -0.10
-0.01 0.02 -0.09
-0.03 0.12 -0.06
-0.05 0.04 0.14
0.04 -0.07 0.10
0.08 0.02 0.10

---

Density functional theory data (ωB97M-V/def2-TZVPD) for an isolated molecule of C12H18N2O4S.

As for the multiplicity: 1.

Last column: natural (NBO) charge in e.
Element x y z (Å)
C  -4.174  -2.183  -0.560  -0.27
H  -3.560  -2.030  0.333  0.20
O  -4.499  -0.962  -1.193  -0.54
C  -5.414  -0.162  -0.496  -0.07
C  -4.849  0.452  0.800  -0.26
N  -3.594  1.122  0.563  -0.59
C  -2.417  0.533  0.891  0.64
O  -2.345  -0.478  1.569  -0.63
C  -1.208  1.223  0.417  -0.29
C  -1.027  2.375  -0.306  -0.23
C  0.325  2.661  -0.537  -0.20
C  1.173  1.730  0.009  -0.30
S  0.296  0.479  0.820  0.50
C  2.644  1.780  -0.089  0.64
O  3.210  2.662  -0.710  -0.62
N  3.301  0.806  0.581  -0.60
H  2.793  0.040  0.997  0.40
C  4.729  0.643  0.495  -0.25
C  5.087  -0.618  -0.290  -0.07
O  4.583  -1.730  0.417  -0.55
C  4.831  -2.953  -0.225  -0.24
H  4.363  -2.984  -1.217  0.17
H  5.908  -3.131  -0.339  0.17
H  4.400  -3.728  0.404  0.20
H  4.641  -0.574  -1.295  0.17
H  6.179  -0.696  -0.398  0.17
H  5.146  0.566  1.504  0.20
H  5.128  1.526  -0.008  0.24
H  0.688  3.514  -1.081  0.24
H  -1.825  3.003  -0.660  0.22
H  -3.596  1.861  -0.121  0.39
H  -4.653  -0.325  1.540  0.24
H  -5.577  1.161  1.205  0.20
H  -5.679  0.637  -1.196  0.18
H  -6.323  -0.731  -0.246  0.17
H  -3.605  -2.755  -1.290  0.19
H  -5.081  -2.735  -0.289  0.16

Forces on the atoms, in the same order (eV/Å):
0.06 -0.08 0.09
-0.06 -0.03 -0.05
0.03 0.13 -0.09
0.03 0.14 0.20
-0.16 -0.34 -0.22
-0.07 0.13 -0.05
-0.40 0.20 0.02
0.14 -0.14 0.08
0.74 0.01 -0.07
-0.25 -0.42 0.28
0.56 -0.19 0.08
-0.83 -0.04 0.01
-0.20 0.55 -0.32
0.19 0.03 0.11
-0.02 0.10 -0.12
0.03 -0.29 0.15
-0.01 0.09 -0.04
0.26 -0.31 -0.26
0.07 0.28 0.04
-0.08 0.29 0.18
0.00 -0.10 -0.08
0.01 -0.02 0.03
-0.03 -0.01 0.01
0.04 -0.07 -0.07
0.05 0.02 0.08
-0.08 0.00 0.01
0.05 0.06 -0.09
0.01 -0.12 0.11
0.11 0.12 -0.08
-0.17 0.09 -0.04
0.14 -0.04 0.05
-0.11 0.14 -0.03
0.00 -0.11 0.03
-0.08 -0.04 0.09
0.03 0.08 -0.04
-0.02 -0.07 0.06
-0.01 -0.03 -0.03

---

Record order is preserved below.
Max |F|: 1.68; 0.91; 0.73; 0.83 eV Å⁻¹
Record order is preserved below.
Orbital gap: 0.1905; 0.3136; 0.3471; 0.3353 Eh